Record 1
Density functional theory data (the ωB97M-V functional and the def2-TZVPD basis) for a molecular structure, C48H114O27S2 in a non-equilibrium geometry.

Calculated values
maximum force	19.510	eV/A
gap between HOMO and LUMO	5.8866	eV

Geometry as XYZ:
```
191
C48H114O27S2 (the ωB97M-V functional and the def2-TZVPD basis)
O 2.89 1.62 1.24
S 3.72 2.36 0.35
O 3.83 3.81 0.42
O 5.24 1.73 0.38
C 5.28 0.38 0.84
C 6.71 -0.13 0.80
C 3.35 1.88 -1.39
H 4.63 -0.15 0.14
H 4.82 0.15 1.81
H 7.44 0.47 1.35
H 6.87 0.03 -0.27
H 6.76 -1.15 1.17
H 4.14 2.30 -2.01
H 2.39 2.23 -1.77
H 3.27 0.80 -1.39
O -1.50 -0.72 -0.86
S -0.24 -0.33 -1.53
O -0.16 -0.31 -3.01
O 0.22 1.19 -0.92
C 0.15 1.39 0.47
C 0.80 2.71 0.80
C 1.17 -1.36 -0.76
H 0.63 0.60 1.06
H -0.90 1.40 0.78
H 0.93 2.78 1.88
H 0.28 3.59 0.44
H 1.85 2.76 0.51
H 2.09 -0.79 -0.83
H 1.16 -2.33 -1.26
H 0.89 -1.61 0.26
C 5.58 -1.63 -9.96
O 4.75 -1.95 -8.83
C 5.29 -1.51 -7.58
C 4.75 -2.36 -6.41
O 3.34 -2.10 -6.29
C 2.65 -3.16 -5.57
C 3.02 -3.29 -4.05
O 2.87 -2.07 -3.25
C 1.50 -1.80 -2.94
H 6.59 -1.99 -10.12
H 5.67 -0.55 -10.10
H 5.04 -2.02 -10.83
H 4.99 -0.48 -7.39
H 6.37 -1.63 -7.50
H 5.21 -2.20 -5.44
H 4.92 -3.41 -6.67
H 2.74 -4.13 -6.07
H 1.57 -3.02 -5.60
H 4.07 -3.52 -3.90
H 2.50 -4.13 -3.58
H 1.29 -0.73 -2.93
H 1.14 -2.20 -1.98
H 0.89 -2.25 -3.72
C -7.24 -3.38 -0.78
O -6.09 -2.83 -1.40
C -5.47 -3.79 -2.28
C -4.16 -3.20 -2.78
O -3.25 -2.90 -1.65
C -2.01 -2.30 -1.94
C -0.95 -2.44 -0.86
O -0.94 -3.81 -0.49
C -0.11 -4.17 0.62
H -7.78 -2.65 -0.18
H -6.92 -4.11 -0.05
H -7.91 -3.86 -1.50
H -6.21 -4.09 -3.02
H -5.21 -4.65 -1.67
H -4.39 -2.24 -3.26
H -3.76 -3.90 -3.52
H -2.09 -1.26 -2.24
H -1.58 -2.78 -2.81
H -1.25 -1.89 0.03
H 0.02 -2.06 -1.19
H -0.53 -3.81 1.57
H 0.91 -3.80 0.63
H -0.16 -5.24 0.83
C -3.78 -3.16 0.40
O -3.13 -2.82 1.60
C -3.80 -1.79 2.34
C -3.92 -0.49 1.64
O -4.23 0.51 2.63
C -4.45 1.81 2.09
C -3.94 2.96 3.07
O -2.60 2.72 3.60
C -1.55 2.67 2.59
H -3.33 -4.07 0.00
H -3.75 -2.32 -0.29
H -4.81 -3.50 0.50
H -3.28 -1.55 3.26
H -4.71 -2.15 2.81
H -4.75 -0.50 0.93
H -2.94 -0.28 1.21
H -5.49 1.77 1.78
H -3.96 2.01 1.14
H -4.65 3.01 3.89
H -4.01 3.89 2.49
H -0.56 2.57 3.04
H -1.58 3.51 1.91
H -1.79 1.79 1.98
C -0.27 -4.04 -3.13
O 0.61 -3.52 -2.12
C 1.45 -4.44 -1.45
C 2.02 -3.59 -0.27
O 2.92 -4.31 0.53
C 3.59 -3.57 1.57
C 4.51 -2.40 1.13
O 3.90 -1.25 0.68
C 3.10 -0.53 1.63
H -0.82 -3.17 -3.47
H -0.99 -4.78 -2.78
H 0.32 -4.52 -3.92
H 2.26 -4.74 -2.12
H 0.82 -5.29 -1.17
H 1.24 -3.25 0.41
H 2.49 -2.71 -0.71
H 4.25 -4.25 2.11
H 2.81 -3.31 2.29
H 5.13 -2.77 0.32
H 5.17 -2.18 1.97
H 2.78 0.49 1.39
H 3.60 -0.35 2.58
H 2.18 -1.06 1.86
C -4.28 0.01 -5.77
O -3.65 0.12 -4.44
C -4.45 -0.23 -3.29
C -3.60 0.03 -2.02
O -3.61 1.40 -1.77
C -2.52 1.78 -0.89
C -2.56 3.16 -0.27
O -3.63 3.41 0.67
C -4.92 3.60 0.14
H -5.00 0.81 -5.95
H -4.80 -0.94 -5.94
H -3.54 0.02 -6.57
H -4.71 -1.28 -3.36
H -5.35 0.39 -3.27
H -2.61 -0.42 -1.98
H -4.02 -0.36 -1.10
H -1.56 1.72 -1.41
H -2.37 1.04 -0.11
H -2.34 3.92 -1.02
H -1.76 3.08 0.47
H -4.97 4.27 -0.72
H -5.62 3.99 0.88
H -5.34 2.68 -0.26
C 0.28 5.23 8.08
O 0.08 5.51 6.66
C 1.20 5.91 5.94
C 0.84 5.91 4.35
O 0.43 4.55 3.93
C -0.42 4.50 2.77
C 0.27 5.12 1.49
O 1.50 4.42 1.19
C 1.98 4.73 -0.11
H 1.25 4.76 8.24
H -0.49 4.52 8.38
H 0.38 6.11 8.72
H 2.10 5.38 6.22
H 1.45 6.96 6.13
H 1.81 6.04 3.87
H 0.17 6.71 4.04
H -1.36 5.04 2.87
H -0.73 3.47 2.60
H 0.49 6.17 1.71
H -0.38 5.17 0.62
H 1.23 4.43 -0.84
H 2.92 4.21 -0.28
H 2.16 5.80 -0.14
C -0.03 2.48 7.41
O -0.05 2.25 6.00
C 1.20 2.18 5.39
C 1.09 2.13 3.89
O 0.44 0.95 3.30
C 1.31 -0.06 2.86
C 0.55 -1.36 2.40
O -0.37 -1.01 1.37
C -1.30 -2.01 0.98
H 0.20 3.54 7.52
H 0.81 1.95 7.86
H -0.96 2.35 7.96
H 1.54 1.21 5.75
H 1.93 2.87 5.80
H 2.11 2.21 3.49
H 0.47 2.97 3.58
H 1.98 -0.23 3.70
H 1.90 0.40 2.06
H 0.10 -1.77 3.30
H 1.17 -2.23 2.20
H -1.85 -1.66 0.11
H -1.94 -2.13 1.86
H -0.76 -2.93 0.75
```

---

Record 2
Density functional theory data (the ωB97M-V functional and the def2-TZVPD basis) for a molecular structure, C5H8F2N2O3 in a non-equilibrium geometry.

Calculated values
maximum force	6.051	eV/A
gap between HOMO and LUMO (alpha / beta)	8.6948 / 8.6941	eV

Geometry as XYZ:
```
20
C5H8F2N2O3 (the ωB97M-V functional and the def2-TZVPD basis)
C 1.03 -0.31 0.01
C -1.43 -0.09 -1.39
C -0.80 1.62 0.52
C 1.83 -0.25 1.25
C -0.93 0.20 -0.03
N 1.76 -0.50 -0.99
N -1.34 -0.74 1.05
O -1.47 -0.29 2.18
O -1.62 -1.89 0.71
O 1.57 -0.69 -2.34
F 2.61 0.88 1.28
F 2.68 -1.31 1.20
H -0.99 0.44 -2.20
H -1.35 -1.16 -1.59
H -2.50 0.02 -1.26
H -0.33 1.58 1.46
H -0.13 2.33 -0.06
H -1.93 1.95 0.56
H 1.31 -0.25 2.20
H 2.03 -1.54 -2.57
```

---

Record 3
Density functional theory data (the ωB97M-V functional and the def2-TZVPD basis) for a molecular structure, C3HNaO4 in a non-equilibrium geometry.

Calculated values
maximum force	2.183	eV/A
gap between HOMO and LUMO	7.4543	eV

Geometry as XYZ:
```
9
C3HNaO4 (the ωB97M-V functional and the def2-TZVPD basis)
O 1.57 0.23 0.63
C 0.47 1.27 0.09
C 1.56 1.45 -0.55
O -0.87 1.35 0.12
C -1.51 0.18 0.16
O -2.76 0.45 0.25
H -3.29 -0.34 0.07
O 1.69 -1.02 -0.09
Na -0.04 -1.80 -0.57
```

---

Record 4
Density functional theory data (the ωB97M-V functional and the def2-TZVPD basis) for a molecular structure, C22H21BrF3N4S2Ti.

Calculated values
net charge	+3
maximum force	0.420	eV/A
gap between HOMO and LUMO	6.8031	eV

Geometry as XYZ:
```
54
C22H21BrF3N4S2Ti (the ωB97M-V functional and the def2-TZVPD basis)
Ti -0.45 0.23 -0.17
C -1.46 -0.72 -2.20
C -0.41 -0.49 -3.10
C 0.55 -1.47 -3.31
C 0.47 -2.68 -2.62
C -0.56 -2.91 -1.72
C -1.54 -1.94 -1.51
H -2.30 -0.03 -2.16
H -0.38 0.43 -3.67
H 1.34 -1.31 -4.03
H 1.20 -3.45 -2.81
H -0.63 -3.87 -1.21
H -2.39 -2.15 -0.88
C 1.87 4.01 -3.65
C 0.69 3.58 -2.82
C -0.50 4.31 -2.81
C -1.58 3.92 -2.03
C -1.42 2.79 -1.28
Br -2.72 2.09 -0.09
N -0.32 2.04 -1.29
C 0.73 2.44 -2.04
H 2.22 4.99 -3.32
H 1.59 4.10 -4.70
H 2.70 3.31 -3.57
H -0.59 5.20 -3.42
H -2.51 4.49 -2.00
H 1.61 1.81 -2.01
F 4.23 -1.29 1.49
C 3.55 -0.92 2.57
F 4.38 -0.72 3.57
F 2.72 -1.95 2.90
C 2.71 0.30 2.29
C 2.80 1.48 3.01
C 1.94 2.54 2.75
C 0.96 2.38 1.79
N 0.88 1.24 1.09
C 1.74 0.24 1.31
S 1.36 -1.11 0.21
H 3.55 1.57 3.79
H 2.00 3.47 3.30
H 0.24 3.15 1.56
C -3.98 -2.78 2.11
N -2.56 -2.98 2.42
C -2.05 -4.12 3.02
C -0.72 -3.94 3.16
N -0.44 -2.70 2.64
C -1.55 -2.12 2.18
S -1.83 -0.50 1.59
H -4.56 -3.40 2.79
H -4.19 -3.07 1.09
H -4.25 -1.74 2.27
H -2.69 -4.94 3.30
H 0.04 -4.57 3.59
H 0.48 -2.28 2.61
```

---

Record 5
Density functional theory data (the ωB97M-V functional and the def2-TZVPD basis) for a single C4H6O2 molecule.

Calculated values
SMILES	OC=C1COC1
maximum force	0.471	eV/A
gap between HOMO and LUMO	9.5606	eV

Geometry as XYZ:
```
12
C4H6O2 (the ωB97M-V functional and the def2-TZVPD basis)
O 1.69 -1.70 -0.10
C 1.37 -0.46 0.37
C 0.23 0.13 0.01
C -1.13 -0.45 -0.33
O -1.73 0.80 0.09
C -0.44 1.43 0.23
H 2.08 -0.06 1.09
H 1.25 -1.78 -0.96
H -1.41 -0.72 -1.35
H -1.38 -1.28 0.34
H -0.27 1.93 1.19
H -0.28 2.15 -0.59
```

---

Record 6
Density functional theory data (the ωB97M-V functional and the def2-TZVPD basis) for a single C14H14N4OS molecule in a non-equilibrium geometry.

Calculated values
SMILES	Cc1ccsc1[C@H]1C2=C(CCCC2=O)Nc2ncnn21
maximum force	1.217	eV/A
gap between HOMO and LUMO	9.0798	eV

Geometry as XYZ:
```
34
C14H14N4OS (the ωB97M-V functional and the def2-TZVPD basis)
C -2.09 1.33 -0.44
C -2.10 0.63 0.88
C -1.33 -0.43 1.26
S -1.68 -0.93 2.89
C -2.86 0.31 3.05
C -2.97 1.05 1.92
H -3.66 1.87 1.82
H -3.39 0.41 3.98
C -0.28 -1.23 0.53
N 0.81 -1.51 1.44
C 1.89 -0.72 1.56
N 2.66 -1.14 2.54
C 1.98 -2.22 3.00
N 0.87 -2.47 2.36
H 2.34 -2.82 3.81
N 2.10 0.29 0.67
C 1.44 0.23 -0.54
C 0.33 -0.54 -0.67
C -0.25 -0.82 -1.98
O -1.16 -1.61 -2.13
C 0.41 -0.14 -3.16
C 1.03 1.20 -2.79
C 2.04 1.00 -1.67
H 2.41 1.96 -1.30
H 2.91 0.45 -2.05
H 1.51 1.65 -3.66
H 0.24 1.88 -2.45
H -0.34 -0.03 -3.95
H 1.18 -0.82 -3.54
H 2.96 0.81 0.75
H -0.72 -2.19 0.21
H -2.92 2.03 -0.49
H -2.21 0.61 -1.26
H -1.16 1.87 -0.59
```

---

Total energy values (in Ha) by entry order: -4721.7684; -730.0308; -577.8358; -5588.5715; -306.4064; -1234.3605.
Relative energy (zero: lowest compared OMol25 entry of this formula, charge and spin) values (in kcal/mol) by entry order: 1794.13; 0.00; 209.75; 1.53; 62.71; 1.82.